Record 1
Formula: C18H28O3S
Source: OMol25
Level of theory: ωB97M-V/def2-TZVPD

Calculated values
**Total energy**: -36096.71078 eV
**E_HOMO**: -8.11 eV
**Orbital gap**: 8.7 eV

Last column: natural (NBO) charge in e.
Element x y z (Å)
C (-1.536054, -4.645570, 1.903072)  0.21
C (-1.013347, -3.323106, -0.040626)  -0.29
H (-4.465506, -4.367316, 2.269289)  0.16
C (-1.943399, -3.981400, 0.758269)  0.30
C (0.340926, -3.306121, 0.343546)  -0.02
H (1.761489, -3.975875, 1.783229)  0.22
C (1.837894, -0.718869, 0.993381)  -0.63
H (3.896284, 1.407164, -2.043636)  0.24
H (1.802215, 0.382128, 0.986683)  0.20
C (-3.741142, -4.909665, 1.672839)  0.23
H (-2.822304, 4.754456, -0.021553)  0.20
H (1.700591, 3.248616, -0.235748)  0.19
C (1.131766, 3.694013, -1.037400)  -0.39
H (-0.484401, 5.151397, 0.541266)  0.20
C (1.766962, 1.599315, -2.438085)  -0.42
H (-1.378002, -2.862329, -0.952622)  0.22
H (2.406069, -3.177047, -0.305350)  0.23
H (-2.534412, 4.503669, 1.799574)  0.20
C (1.419218, -2.718249, -0.550861)  -0.44
C (-0.831448, 4.093461, 0.544921)  -0.39
H (1.055492, -0.991083, 1.707053)  0.23
C (2.934237, 1.084414, -1.597219)  -0.61
H (0.634219, -0.763823, -0.792065)  0.21
C (1.563164, -1.213738, -0.441295)  -0.40
O (4.116947, -1.096818, -0.924271)  -1.01
H (2.536147, 3.585433, -2.793187)  0.20
S (2.882937, -0.734132, -1.626960)  1.28
H (0.820160, 3.349439, -3.144872)  0.20
H (2.920726, 1.448272, -0.568881)  0.22
H (2.820436, -1.016717, 1.320932)  0.24
C (-0.381269, 3.453508, -0.771904)  -0.40
H (0.804866, 1.195018, -2.116609)  0.20
H (1.374871, 4.739488, -1.018576)  0.20
H (-0.335882, 3.617739, 1.372146)  0.20
H (-0.017101, -5.172757, 3.249423)  0.23
H (1.875597, 1.295583, -3.483118)  0.21
C (-2.943749, 2.680685, 0.735665)  -0.61
C (-0.222619, -4.648133, 2.334277)  -0.25
C (0.719175, -3.992461, 1.510347)  -0.21
H (-2.458801, 2.053760, 1.492909)  0.20
H (-2.832501, 2.234596, -0.242625)  0.20
C (1.604031, 3.118184, -2.420058)  -0.38
H (1.196712, -2.970659, -1.602692)  0.22
H (-3.990612, 2.778044, 1.004855)  0.21
H (-4.246605, -5.810693, 1.337654)  0.16
H (-0.515803, 2.375193, -0.723583)  0.19
O (-2.603901, -5.258010, 2.491203)  -0.48
C (-2.345698, 4.095505, 0.755727)  -0.38
H (-1.011163, 3.827210, -1.574651)  0.20
O (-3.267408, -4.111720, 0.560187)  -0.49

Atomic forces in eV per Å
C 0.5356 0.3234 -0.0865
C -0.5727 -0.0515 0.1699
H 0.0673 0.5630 0.1195
C 1.9277 0.3854 -0.1244
C 0.0375 -0.9353 0.3168
H 0.1547 -0.1116 0.1278
C -0.3804 0.9844 -0.7755
H -0.4076 -0.5819 0.1850
H 0.1962 -0.2205 0.0293
C 0.2462 -0.0835 0.1697
H 0.2600 -0.5606 0.8312
H 0.2324 -0.2350 0.3765
C -0.4488 -0.6266 -1.2986
H -0.1185 -0.5263 0.0574
C -0.2053 0.5726 -0.0490
H 0.2302 0.0921 -0.0244
H -0.6872 0.1994 -0.1289
H 0.0242 -0.0752 -1.3421
C 0.4397 -0.6593 -0.1877
C -0.0687 1.0346 -0.7786
H 0.1669 -0.4437 -0.2289
C -0.8240 0.1502 -0.4499
H -0.1196 0.1626 -0.1646
C -0.5731 0.9159 0.7100
O 1.4644 -0.8835 0.5052
H -0.3818 -0.0380 0.3812
S -0.2010 0.5118 -0.0735
H 0.0714 0.2001 -0.0987
H -0.0449 -0.1593 -0.0013
H 0.2684 -0.2457 0.2280
C 0.9699 0.1014 0.4992
H 0.0799 -0.3248 0.1816
H -0.0884 0.6975 0.0495
H 0.2417 -0.3416 0.4985
H 0.4956 -0.0496 0.1452
H 0.1655 -0.1701 0.1048
C 0.1238 0.8109 0.3381
C -0.5060 0.2487 -0.8287
C -0.7012 0.3055 0.0478
H -0.0183 0.0229 -0.1937
H -0.1306 -0.2858 -0.1863
C -0.1285 0.2573 0.5155
H 0.1014 -0.0041 0.3330
H -0.2457 -0.3435 -0.1445
H 0.2909 -0.2343 -0.4129
H -0.2549 -0.1873 -0.0244
O -0.7035 0.1119 -0.3200
C 0.0026 0.2094 0.8180
H 0.0621 0.1199 -0.3310
O -1.0452 -0.6020 0.5154


Record 2
Formula: C12H13Br2F3O3
Source: OMol25
Level of theory: ωB97M-V/def2-TZVPD

Calculated values
**Total energy**: -167025.69756 eV
**E_HOMO**: -10.06 eV
**SMILES string**: O=C1C=CC(=O)C(CC[C@](F)(Br)C(F)(F)Br)=C1.CCO
**Orbital gap**: 7.9 eV

Last column: natural (NBO) charge in e.
Element x y z (Å)
O (0.141357, 2.271580, -3.339589)  -0.52
C (-0.364538, 0.511572, 0.112968)  -0.26
H (5.273019, -3.857149, 3.128951)  0.21
H (5.823606, -3.578430, 0.701406)  0.17
C (1.252649, 0.293690, 0.477086)  0.51
H (-3.985727, 2.874785, -0.592490)  0.26
H (6.262264, -2.399764, 2.871679)  0.21
H (-1.116463, 0.049453, 0.881590)  0.26
H (3.110048, -3.024285, 1.348352)  0.47
H (-2.845078, 0.566136, -2.185492)  0.27
F (-5.521535, 1.314698, -2.293979)  -0.34
O (3.791289, -3.578805, 0.930933)  -0.72
C (5.049457, -2.967651, 1.175145)  -0.06
C (1.929564, 1.947301, -1.545169)  -0.24
C (5.294052, -2.864956, 2.666442)  -0.63
H (-2.839286, 2.156807, 0.721409)  0.26
C (0.351770, 1.862354, -2.085399)  0.50
Br (-3.865777, -0.984871, 0.755223)  0.09
O (1.694738, -0.545317, 1.430341)  -0.54
H (4.509122, -2.272524, 3.147801)  0.20
Br (-7.492341, 0.616174, -0.254386)  0.08
H (5.056078, -1.978410, 0.707318)  0.15
F (-5.505238, -1.000078, -1.459739)  -0.36
F (-5.348546, 1.367944, 1.240016)  -0.38
C (-5.640046, 0.457811, -1.091762)  0.59
C (-4.558247, 0.772635, 0.098726)  0.25
H (2.730928, 2.602052, -2.093457)  0.26
C (-0.840005, 1.245623, -1.090670)  -0.03
C (2.386233, 1.177807, -0.325352)  -0.26
H (3.516727, 1.220000, 0.025839)  0.26
C (-2.424204, 1.464581, -1.522102)  -0.47
H (-2.417106, 2.400185, -2.263527)  0.26
C (-3.408761, 1.879052, -0.278112)  -0.47

Atomic forces in eV per Å
O 0.7696 -2.4001 7.6124
C -0.0775 1.5913 -2.4631
H 0.0704 0.1044 -0.1304
H -0.2431 -0.0035 -0.0320
C 2.3155 -2.2328 2.9218
H 1.0617 -2.3364 0.6984
H -0.0771 -0.0088 0.0631
H 1.6299 0.8719 -1.6707
H 0.3067 -0.2218 -0.2418
H 1.0756 1.7984 1.7288
F -0.0903 -2.8723 3.6732
O -0.3069 0.0111 -0.0588
C -0.2924 0.0817 0.2635
C 0.4829 -2.4584 3.8659
C 0.1667 -0.0073 0.1987
H -1.0980 -0.8746 -2.1489
C 0.2165 1.2969 -4.3459
Br -0.2223 1.5803 -0.1951
O -3.1512 4.8895 -5.6324
H 0.1099 0.0587 -0.0800
Br 1.5388 -0.1972 -1.5701
H 0.2090 0.0649 0.0074
F -0.4206 4.6854 0.0795
F 2.3736 -1.3066 -2.7070
C -0.6551 -1.4267 -0.7130
C -0.3193 1.6231 0.7583
H -2.0574 -1.3925 0.7990
C 1.9377 -1.5717 2.2188
C -2.7006 1.8520 -3.3628
H -2.7903 -0.3173 -0.6656
C 0.7450 0.8086 -0.7168
H 0.1028 -2.1523 1.6121
C -0.6101 0.4621 0.2336